{
  "formula": "C4H5NO",
  "method": "the ωB97M-V functional and the def2-TZVPD basis",
  "elements": ["C", "C", "C", "C", "N", "O", "H", "H", "H", "H", "H"],
  "positions_angstrom": [[2.55, -0.65, -2.10], [1.21, 0.01, -1.53], [0.40, -0.27, -0.53], [-0.69, 0.57, 0.16], [2.00, 0.56, -2.74], [0.75, -1.23, 0.40], [-0.65, 1.59, -0.22], [-1.65, 0.28, -0.30], [-0.52, 0.52, 1.26], [2.34, 1.15, -3.52], [-0.16, -1.52, 0.62]],
  "lowdin_charge": [0.133, -0.159, -0.402, -0.039, 0.000, -0.003, 0.070, 0.086, 0.098, 0.111, 0.105],
  "charge": 0,
  "spin_multiplicity": 1,
  "homo_energy_ev": -8.67,
  "relative_energy_kcal_mol": 152.0,
  "orbital_gap_ev": 9.367
}


{
  "formula": "C4H5NO",
  "method": "the ωB97M-V functional and the def2-TZVPD basis",
  "elements": ["C", "C", "C", "O", "H", "H", "H", "H", "C", "N", "H"],
  "positions_angstrom": [[-1.88, -0.01, 0.07], [-0.47, 0.64, 0.17], [0.21, -0.42, -0.13], [0.57, -1.48, -0.48], [-2.02, -0.86, 0.77], [-2.57, 0.78, 0.31], [-2.10, -0.40, -0.93], [-0.18, 1.46, 0.82], [2.85, 0.07, -0.21], [2.50, 1.10, 0.18], [3.11, -0.90, -0.58]],
  "lowdin_charge": [-0.098, -0.114, -0.352, 0.128, 0.083, 0.066, 0.084, 0.099, -0.063, 0.095, 0.073],
  "charge": 0,
  "smiles": "CC=C=O.C#N",
  "spin_multiplicity": 1,
  "homo_energy_ev": -8.84,
  "relative_energy_kcal_mol": 57.4,
  "orbital_gap_ev": 9.798
}


{
  "formula": "C4H5NO",
  "method": "the ωB97M-V functional and the def2-TZVPD basis",
  "elements": ["C", "C", "C", "C", "N", "O", "H", "H", "H", "H", "H"],
  "positions_angstrom": [[-2.43, 0.10, 0.37], [-0.98, -0.01, 0.23], [0.22, -0.18, 0.13], [1.61, -0.61, 0.05], [2.51, 0.37, -0.24], [1.93, -1.77, 0.21], [-2.91, -0.58, -0.35], [-2.79, 1.11, 0.18], [-2.73, -0.21, 1.37], [3.49, 0.11, -0.24], [2.26, 1.34, -0.28]],
  "lowdin_charge": [-0.096, -0.062, 0.061, -0.570, 0.150, 0.058, 0.084, 0.078, 0.083, 0.110, 0.102],
  "charge": 0,
  "smiles": "CC#CC(N)=O",
  "spin_multiplicity": 1,
  "homo_energy_ev": -9.88,
  "relative_energy_kcal_mol": 26.9,
  "orbital_gap_ev": 10.745
}


{
  "formula": "C4H5NO",
  "method": "the ωB97M-V functional and the def2-TZVPD basis",
  "elements": ["C", "C", "N", "C", "C", "O", "H", "H", "H", "H", "H"],
  "positions_angstrom": [[-0.80, -0.83, -1.39], [-0.40, -0.43, -0.01], [0.45, -0.94, 0.82], [0.99, 0.15, 1.48], [0.41, 1.28, 1.02], [-0.51, 0.92, 0.10], [-1.49, -0.06, -1.73], [-1.20, -1.82, -1.62], [0.14, -0.69, -1.94], [1.81, 0.07, 2.18], [0.59, 2.34, 1.09]],
  "lowdin_charge": [0.008, -0.406, 0.122, -0.122, -0.105, 0.024, 0.081, 0.083, 0.094, 0.103, 0.118],
  "charge": 0,
  "smiles": "Cc1ncco1",
  "spin_multiplicity": 1,
  "homo_energy_ev": -9.15,
  "relative_energy_kcal_mol": 17.2,
  "orbital_gap_ev": 10.142
}


{
  "formula": "C4H5NO",
  "method": "the ωB97M-V functional and the def2-TZVPD basis",
  "elements": ["C", "C", "C", "C", "N", "O", "H", "H", "H", "H", "H"],
  "positions_angstrom": [[-1.81, 0.00, 0.24], [-0.33, 0.11, 0.08], [0.51, 1.11, -0.33], [1.74, 0.40, -0.21], [1.62, -0.94, 0.28], [0.33, -1.09, 0.40], [-2.09, -0.83, 0.89], [-2.19, 0.94, 0.66], [-2.29, -0.15, -0.74], [1.81, -0.52, -1.02], [2.76, 0.79, -0.22]],
  "lowdin_charge": [-0.031, -0.349, -0.009, -0.225, 0.048, -0.023, 0.082, 0.086, 0.087, 0.213, 0.122],
  "charge": 0,
  "spin_multiplicity": 1,
  "homo_energy_ev": -8.57,
  "relative_energy_kcal_mol": 136.8,
  "orbital_gap_ev": 8.562
}


{
  "formula": "C4H5NO",
  "method": "the ωB97M-V functional and the def2-TZVPD basis",
  "elements": ["N", "C", "C", "C", "C", "O", "H", "H", "H", "H", "H"],
  "positions_angstrom": [[-0.48, 0.79, 1.94], [-0.13, 0.34, 0.82], [-1.08, -0.17, -0.24], [-0.31, -0.62, -1.42], [1.09, -0.35, -0.98], [1.14, 0.22, 0.35], [0.32, 1.08, 2.50], [-1.87, -0.86, 0.15], [-1.96, 0.49, -0.43], [1.59, 0.35, -1.68], [1.70, -1.27, -1.00]],
  "lowdin_charge": [0.145, -0.475, -0.165, 0.116, -0.210, -0.028, 0.058, 0.147, 0.147, 0.133, 0.133],
  "charge": 0,
  "spin_multiplicity": 1,
  "homo_energy_ev": -9.35,
  "relative_energy_kcal_mol": 89.5,
  "orbital_gap_ev": 8.761
}


{
  "formula": "C4H5NO",
  "method": "the ωB97M-V functional and the def2-TZVPD basis",
  "elements": ["O", "C", "C", "C", "C", "N", "H", "H", "H", "H", "H"],
  "positions_angstrom": [[-1.65, -0.35, 0.19], [-0.37, -0.10, -0.25], [0.74, 0.01, 0.76], [0.23, 1.22, -0.02], [0.21, -1.88, -1.65], [-0.09, -0.75, -1.50], [-1.72, -1.26, 0.51], [0.46, -0.01, 1.80], [1.75, -0.37, 0.57], [-0.41, 1.95, 0.45], [0.85, 1.53, -0.85]],
  "lowdin_charge": [0.045, -0.637, -0.047, -0.055, 0.086, 0.047, 0.122, 0.107, 0.109, 0.115, 0.110],
  "charge": 0,
  "spin_multiplicity": 1,
  "homo_energy_ev": -10.43,
  "relative_energy_kcal_mol": 63.7,
  "orbital_gap_ev": 11.074
}


{
  "formula": "C4H5NO",
  "method": "the ωB97M-V functional and the def2-TZVPD basis",
  "elements": ["C", "C", "C", "N", "C", "O", "H", "H", "H", "H", "H"],
  "positions_angstrom": [[1.06, -1.34, -1.19], [0.51, -0.86, -0.10], [-0.17, 0.60, 0.05], [-0.43, 1.08, 1.41], [-1.49, 0.90, 0.61], [-2.67, 0.99, 0.51], [1.47, -2.33, -1.20], [1.14, -0.77, -2.10], [0.42, -1.43, 0.82], [0.22, 1.29, -0.69], [-0.05, 1.88, 1.88]],
  "lowdin_charge": [-0.014, -0.103, -0.148, 0.150, -0.472, 0.127, 0.051, 0.055, 0.091, 0.132, 0.130],
  "charge": 0,
  "smiles": "C=C[C@@H]1NC1=O",
  "spin_multiplicity": 1,
  "homo_energy_ev": -9.56,
  "relative_energy_kcal_mol": 54.7,
  "orbital_gap_ev": 10.452
}


{
  "formula": "C4H5NO",
  "method": "the ωB97M-V functional and the def2-TZVPD basis",
  "elements": ["O", "C", "C", "C", "C", "N", "H", "H", "H", "H", "H"],
  "positions_angstrom": [[0.81, 1.01, 1.32], [0.91, 1.08, 0.00], [-0.50, 0.80, -0.52], [-0.70, -0.73, -0.33], [0.57, -1.45, -0.10], [1.54, -2.04, 0.14], [1.71, 1.01, 1.68], [-1.27, 1.35, 0.05], [-0.56, 1.08, -1.57], [-1.33, -0.92, 0.54], [-1.18, -1.19, -1.20]],
  "lowdin_charge": [0.002, -0.079, -0.215, -0.166, -0.257, 0.152, 0.113, 0.113, 0.098, 0.121, 0.118],
  "charge": 0,
  "spin_multiplicity": 1,
  "homo_energy_ev": -8.88,
  "relative_energy_kcal_mol": 70.4,
  "orbital_gap_ev": 9.340
}


{
  "formula": "C4H5NO",
  "method": "the ωB97M-V functional and the def2-TZVPD basis",
  "elements": ["H", "N", "C", "C", "C", "C", "O", "H", "H", "H", "H"],
  "positions_angstrom": [[1.97, 0.02, -1.81], [1.82, -0.60, -1.00], [0.76, -0.23, -0.38], [0.01, -0.71, 0.84], [-1.12, 0.31, 0.48], [-0.19, 0.86, -0.64], [-0.10, 1.74, -1.45], [0.53, -0.50, 1.78], [-0.28, -1.76, 0.79], [-1.36, 1.03, 1.27], [-2.04, -0.15, 0.10]],
  "lowdin_charge": [0.069, 0.183, -0.330, -0.102, -0.063, -0.349, 0.131, 0.118, 0.115, 0.112, 0.117],
  "charge": 0,
  "smiles": "[H]/N=C1/CCC1=O",
  "spin_multiplicity": 1,
  "homo_energy_ev": -9.71,
  "relative_energy_kcal_mol": 33.4,
  "orbital_gap_ev": 9.321
}


{
  "formula": "C4H5NO",
  "method": "the ωB97M-V functional and the def2-TZVPD basis",
  "elements": ["C", "C", "C", "C", "N", "O", "H", "H", "H", "H", "H"],
  "positions_angstrom": [[1.99, 0.13, -0.69], [1.02, -0.37, 0.00], [-0.10, -0.99, 0.27], [-1.33, -0.21, 0.47], [-1.21, 1.15, 0.32], [-2.37, -0.75, 0.81], [1.77, -0.74, -1.38], [2.89, 0.62, -0.32], [-0.15, -2.07, 0.35], [-2.07, 1.67, 0.36], [-0.43, 1.56, -0.18]],
  "lowdin_charge": [0.035, -0.140, -0.037, -0.560, 0.150, 0.046, 0.112, 0.075, 0.125, 0.106, 0.089],
  "charge": 0,
  "smiles": "C=C=CC(N)=O",
  "spin_multiplicity": 1,
  "homo_energy_ev": -9.43,
  "relative_energy_kcal_mol": 56.7,
  "orbital_gap_ev": 9.949
}


{
  "formula": "C4H5NO",
  "method": "the ωB97M-V functional and the def2-TZVPD basis",
  "elements": ["C", "N", "C", "O", "H", "H", "H", "C", "C", "H", "H"],
  "positions_angstrom": [[1.26, 1.22, -0.39], [-0.04, 0.78, 0.00], [-1.08, 1.14, 0.43], [-2.07, 1.49, 0.92], [1.79, 0.27, -0.48], [1.30, 1.66, -1.40], [1.66, 1.79, 0.50], [-0.77, -2.20, -0.53], [-0.71, -2.12, 0.70], [-0.23, -2.07, -1.43], [-1.10, -1.95, 1.68]],
  "lowdin_charge": [-0.089, 0.035, -0.375, 0.155, 0.069, 0.084, 0.108, -0.013, -0.009, 0.008, 0.028],
  "charge": 0,
  "smiles": "CN=C=O.C#C",
  "spin_multiplicity": 1,
  "homo_energy_ev": -9.99,
  "relative_energy_kcal_mol": 72.4,
  "orbital_gap_ev": 10.729
}